{
  "formula": "C36H84F4N12O16P4",
  "method": "the ωB97M-V functional and the def2-TZVPD basis",
  "charge": 0,
  "total_energy_ha": -5047.90696,
  "e_above_lowest_ev": 5.8306,
  "homo_energy_ev": -7.48,
  "lumo_energy_ev": 0.066,
  "smiles": "CN(C)P(=O)(N(C)C)N(C)C.CN(C)P(=O)(N(C)C)N(C)C.CN(C)P(=O)(N(C)C)N(C)C.CN(C)P(=O)(N(C)C)N(C)C.O=C1OC[C@@H](F)O1.O=C1OC[C@@H](F)O1.O=C1OC[C@@H](F)O1.O=C1OC[C@@H](F)O1",
  "max_force_ev_per_a": 7.0,
  "species": ["C", "C", "O", "C", "O", "O", "F", "H", "H", "H", "C", "C", "O", "C", "O", "O", "F", "H", "H", "H", "C", "C", "O", "C", "O", "O", "F", "H", "H", "H", "C", "C", "O", "C", "O", "O", "F", "H", "H", "H", "O", "P", "N", "C", "C", "N", "C", "C", "N", "C", "C", "H", "H", "H", "H", "H", "H", "H", "H", "H", "H", "H", "H", "H", "H", "H", "H", "H", "H", "O", "P", "N", "C", "C", "N", "C", "C", "N", "C", "C", "H", "H", "H", "H", "H", "H", "H", "H", "H", "H", "H", "H", "H", "H", "H", "H", "H", "H", "O", "P", "N", "C", "C", "N", "C", "C", "N", "C", "C", "H", "H", "H", "H", "H", "H", "H", "H", "H", "H", "H", "H", "H", "H", "H", "H", "H", "H", "O", "P", "N", "C", "C", "N", "C", "C", "N", "C", "C", "H", "H", "H", "H", "H", "H", "H", "H", "H", "H", "H", "H", "H", "H", "H", "H", "H", "H"],
  "positions_angstrom": [[8.921376, 0.762470, -14.145168], [9.370553, 2.223666, -13.977118], [10.085378, 2.234293, -12.766105], [9.884075, 1.049850, -12.143551], [10.521136, 0.868182, -11.082454], [9.165276, 0.147343, -12.863691], [8.260578, 2.944951, -13.945214], [9.579082, 0.218638, -14.823226], [7.873679, 0.625705, -14.413009], [9.967508, 2.554987, -14.826806], [10.476511, -0.923051, -3.914201], [10.896938, -1.551653, -2.596620], [11.335657, -2.842219, -2.947569], [11.376697, -3.006320, -4.246061], [11.710918, -4.096306, -4.750606], [10.862702, -1.900630, -4.874004], [9.790726, -1.532946, -1.795627], [10.998395, 0.018421, -4.085570], [9.401605, -0.765915, -4.003574], [11.661178, -0.863366, -2.235682], [8.523594, 0.649496, -8.044444], [9.331895, -0.277118, -7.180466], [9.749715, -1.266099, -8.177957], [8.869693, -1.251421, -9.164870], [8.572550, -2.188403, -9.995975], [8.036205, -0.228216, -9.069021], [8.539956, -0.787845, -6.229569], [9.161009, 1.353143, -8.579866], [7.675031, 1.091619, -7.522355], [10.146242, 0.256570, -6.690453], [7.364789, 3.436053, -5.673823], [6.866964, 2.318080, -4.958595], [5.656767, 2.739108, -4.382389], [5.475804, 4.020152, -4.611104], [4.459383, 4.644856, -4.248398], [6.604272, 4.481412, -5.213890], [7.730079, 2.022092, -3.935500], [7.186518, 3.306132, -6.741261], [8.425855, 3.656686, -5.557434], [6.655259, 1.369484, -5.452007], [2.555370, 0.647874, -10.871353], [3.458896, -0.477953, -10.652721], [2.855934, -1.880433, -11.482518], [1.486539, -1.949480, -11.967311], [3.571997, -3.169401, -11.651664], [3.745902, -0.931027, -9.054885], [4.570720, -0.104291, -8.190156], [2.874886, -1.862848, -8.361777], [5.036999, -0.387672, -11.364609], [5.259091, 0.830722, -12.146256], [6.052353, -1.370097, -11.415814], [0.866314, -1.821586, -11.080156], [1.328241, -2.751450, -12.688342], [1.152689, -1.130494, -12.604425], [3.023241, -3.978408, -11.169516], [4.599476, -3.068489, -11.302091], [3.828914, -3.424341, -12.679815], [4.835768, -0.483493, -7.203215], [5.514144, 0.078503, -8.704585], [3.997517, 0.818560, -8.101341], [1.992112, -1.321270, -8.021937], [2.665877, -2.712837, -9.011344], [3.339460, -2.296603, -7.476268], [6.187711, 0.811281, -12.716688], [4.504579, 0.970844, -12.920314], [5.396665, 1.649993, -11.440587], [6.167022, -1.905793, -10.473482], [7.013497, -0.857701, -11.457686], [5.946267, -2.118141, -12.201478], [10.284855, 2.197823, -5.995014], [11.572833, 2.904157, -6.094789], [11.686187, 3.860083, -7.560774], [13.038456, 4.043099, -8.301992], [10.618721, 4.693010, -7.884553], [12.876660, 1.723398, -6.123311], [13.492710, 1.225128, -4.854940], [13.061354, 0.838003, -7.291762], [11.974389, 4.118574, -4.959328], [13.237186, 4.903481, -5.141237], [10.947112, 4.934207, -4.365526], [12.902977, 3.450772, -9.206920], [13.879815, 3.557255, -7.807864], [13.257713, 5.070869, -8.591330], [10.408153, 5.581828, -7.289782], [9.661859, 4.173010, -7.838501], [10.716541, 5.024160, -8.918419], [12.878793, 0.475503, -4.355686], [14.343243, 0.582320, -5.081876], [13.844384, 2.118713, -4.339261], [12.282133, 1.036319, -8.027683], [14.055810, 0.899129, -7.733848], [12.938083, -0.178526, -6.918176], [12.899912, 5.701375, -5.802828], [13.443899, 5.377852, -4.181891], [14.026005, 4.265500, -5.539798], [10.687937, 5.722712, -5.072058], [11.365704, 5.366519, -3.456684], [10.126561, 4.298507, -4.032866], [14.407911, -6.043134, -8.134471], [13.619362, -5.165627, -9.019269], [11.894253, -5.234143, -8.699645], [11.236859, -6.546555, -8.496020], [10.910553, -4.158410, -8.675260], [13.603040, -5.604703, -10.647933], [13.790651, -6.985390, -11.048785], [13.310018, -4.740315, -11.793068], [14.243208, -3.541993, -8.972419], [13.569862, -2.417551, -9.639492], [15.310210, -3.135912, -7.968117], [11.731299, -7.264149, -9.150770], [10.152146, -6.599259, -8.589408], [11.466572, -6.895253, -7.489177], [9.889603, -4.539488, -8.652148], [11.062057, -3.526247, -9.550207], [10.943015, -3.531556, -7.784134], [12.856168, -7.518709, -11.223180], [14.245867, -7.228441, -12.008887], [14.432112, -7.565384, -10.385280], [13.435378, -5.248228, -12.749319], [12.381104, -4.172649, -11.738556], [14.164143, -4.065941, -11.854593], [13.052484, -2.768922, -10.532216], [12.985985, -1.820208, -8.939232], [14.253405, -1.675186, -10.051497], [16.071049, -3.903375, -7.825893], [14.781015, -2.891091, -7.047189], [15.856828, -2.253950, -8.301970], [4.399392, -6.195067, -11.277181], [5.553234, -6.567280, -10.367539], [7.150544, -6.142330, -10.924161], [8.325365, -6.571815, -10.213483], [7.304073, -5.778157, -12.324556], [5.513733, -8.266053, -10.016504], [6.463864, -8.862266, -9.000073], [5.205764, -9.192818, -11.067120], [5.433596, -5.698524, -8.900298], [4.279288, -6.066558, -8.017335], [6.031429, -4.379058, -8.731068], [8.233711, -6.539640, -9.127818], [9.146081, -5.910221, -10.490655], [8.761476, -7.502553, -10.576287], [6.596428, -6.306607, -12.963373], [8.195507, -6.216026, -12.773674], [7.075515, -4.724674, -12.485925], [6.646829, -8.208071, -8.147633], [5.908245, -9.710076, -8.599324], [7.414367, -9.165709, -9.438916], [4.184311, -9.519828, -10.872665], [5.246732, -8.586177, -11.971784], [5.795902, -10.072125, -11.325297], [4.584402, -6.803478, -7.274407], [3.750986, -5.255831, -7.515615], [3.496147, -6.589667, -8.566097], [6.450808, -4.270146, -7.730889], [5.247427, -3.621949, -8.715648], [6.838184, -3.996510, -9.356295]],
  "forces_ev_per_angstrom": [[0.83, -0.86, 0.05], [0.24, -1.90, -1.00], [-1.13, 0.00, -1.12], [3.23, -1.21, 3.58], [-2.93, -0.15, -3.08], [0.59, 1.78, 1.07], [-1.14, 1.65, 0.62], [-0.20, 0.12, -0.32], [0.15, 0.28, 0.02], [0.31, 0.25, 0.37], [-0.13, -0.30, -0.59], [-0.86, 1.51, -1.28], [0.15, 0.94, 2.78], [-0.16, -3.78, -3.11], [-0.99, 4.43, 1.17], [0.94, -0.93, -0.59], [0.67, -0.75, 0.48], [-0.13, -0.08, -0.22], [0.08, -0.02, 0.25], [0.31, -0.93, 1.14], [0.00, 0.07, -0.84], [0.72, 1.06, -1.37], [0.52, 0.32, 1.55], [-3.49, -4.82, -3.62], [2.63, 3.80, 3.57], [-0.22, 0.79, 0.04], [-0.52, -1.15, 0.45], [-0.01, 0.43, 0.50], [0.21, 0.06, -0.15], [0.32, -0.69, -0.34], [1.49, 1.40, -2.88], [-0.64, -3.31, 2.38], [-0.29, -1.66, -0.06], [-3.02, 3.07, 1.51], [4.05, -1.85, -1.65], [-1.82, 2.71, 0.51], [0.19, -0.28, 0.55], [-0.01, 0.08, -0.30], [-0.14, -0.36, 0.26], [0.21, 0.16, -0.30], [0.10, 0.81, -0.03], [1.52, -3.88, -1.68], [0.78, 0.33, -0.04], [-0.25, 1.44, 0.20], [0.64, 1.13, 0.48], [0.83, -1.42, -0.19], [-0.17, 1.04, -1.09], [-0.20, 0.11, -0.25], [-2.14, 1.96, 0.60], [0.33, -0.21, 0.08], [1.12, -0.35, 0.98], [-0.88, -1.01, -0.31], [-0.01, -0.76, 0.96], [0.61, 0.75, 0.07], [0.29, -0.13, -0.06], [-0.56, -0.37, 0.94], [-0.88, 0.02, -0.49], [-0.51, -0.56, -0.13], [0.07, 0.28, -0.04], [0.50, 0.55, 0.63], [-0.49, -0.41, 0.00], [-0.49, 0.18, -0.06], [0.38, 0.23, 0.02], [0.26, -0.54, 0.19], [-0.35, 0.44, 0.38], [-0.51, 0.52, -0.40], [-0.38, -0.14, 0.07], [0.06, -0.15, -0.49], [0.19, 0.15, -0.36], [-0.83, 0.76, 0.56], [3.15, 0.95, -1.54], [3.59, -2.47, 1.25], [-2.06, -1.15, 0.04], [-1.86, 0.80, -1.07], [-0.45, 1.64, 0.23], [-0.03, 0.33, -1.64], [-0.74, 0.11, 0.93], [0.93, -2.31, 0.32], [-2.14, -0.52, -0.15], [0.15, -0.48, 0.36], [0.17, 0.23, -0.37], [-0.25, 0.35, 0.48], [-0.16, 0.05, 0.44], [0.64, 0.38, 0.38], [-0.08, -0.41, -0.11], [-0.03, 0.07, -0.10], [-0.50, 0.68, 0.63], [0.44, 0.49, -0.48], [-0.30, -0.56, 0.78], [0.16, -0.04, -0.19], [0.04, 0.30, -0.04], [-0.12, -0.27, -0.28], [0.87, 0.29, -0.50], [0.45, -0.32, 0.01], [0.03, 0.38, 0.09], [-0.58, 0.23, 0.25], [-0.10, 0.26, 0.03], [-0.30, 0.26, -0.34], [-0.25, 0.00, -0.57], [-1.43, 1.18, 0.00], [-0.27, 0.17, 0.33], [2.20, -0.44, 0.61], [0.78, 0.79, 0.09], [0.81, -0.85, -1.15], [-0.01, -1.38, 0.16], [1.38, 0.54, 0.47], [0.08, -0.63, -0.23], [0.54, -0.16, 0.14], [-1.40, -0.61, -0.66], [-0.36, -0.29, -0.19], [0.40, 0.59, -0.39], [-0.09, -0.14, 0.23], [0.17, -0.17, -0.45], [-0.49, 0.23, 0.05], [0.39, 0.14, 0.17], [-0.53, -0.11, 0.65], [0.60, 1.27, -0.40], [-0.37, 0.24, 0.56], [-0.66, -0.52, 0.27], [-0.16, -0.26, -0.09], [-0.20, 0.76, -0.02], [-0.53, 0.23, 0.63], [-0.71, -0.25, -0.07], [0.74, -0.22, 0.03], [-0.48, -0.24, 0.10], [0.40, -0.05, 0.34], [-0.34, 0.11, -0.40], [2.21, -0.93, 0.61], [-0.44, 0.72, -0.33], [-2.36, -0.48, 0.42], [0.92, 0.55, -0.69], [-0.94, -0.83, -0.47], [2.42, 1.33, 2.28], [-1.45, 0.52, -0.37], [-1.48, 0.90, -1.38], [0.10, -1.49, -0.64], [0.43, -0.60, -0.53], [-0.46, 0.72, 1.32], [-0.31, -0.16, -0.17], [-0.05, 0.62, 0.27], [-0.46, -0.76, 0.29], [-0.70, 0.00, 0.25], [0.70, 0.83, 0.44], [0.79, 0.14, -0.16], [-0.03, 0.28, -0.23], [0.36, -0.32, 0.03], [-0.06, -0.10, -0.03], [-0.12, -0.33, -0.54], [-0.61, -0.34, -0.44], [0.74, 0.16, 0.98], [0.24, 0.21, 0.32], [0.57, 0.45, -0.17], [0.11, 0.12, -0.48], [0.17, -0.38, 0.38], [-0.24, 0.20, -0.44], [-0.24, -0.87, -0.69]]
}